Run A
Computed, not measured: 2 unconnected molecules or ions with the total composition H2NO4S, with ωB97M-V/def2-TZVPD.

Last column: Löwdin charge in e.
Atoms and positions in Å:
N1 1.967 -0.301 0.026  -0.073
O1 -1.873 0.436 1.385  -0.456
O2 -0.742 1.150 -0.683  -0.470
O3 -2.612 -0.463 -0.804  -0.451
O4 1.254 -1.432 0.043  -0.173
S1 -1.529 0.113 -0.004  0.457
H1 1.772 0.262 0.858  0.089
H2 1.764 0.235 -0.821  0.078

Results
Charge = -1
Frontier orbital gap (spin up / spin down) = 6.6 / 9.2 eV
HOMO level (spin up / spin down) = -3.2 / -5.2 eV

---

Run B
Computed, not measured: 2 unconnected molecules or ions with the total composition H2NO4S, with ωB97M-V/def2-TZVPD.

Last column: Löwdin charge in e.
Atoms and positions in Å:
N1 -1.852 -0.725 0.235  0.018
O1 1.706 1.611 -0.709  -0.451
O2 1.553 -0.024 1.199  -0.454
O3 1.846 -0.697 -1.197  -0.427
O4 -2.893 -0.237 -0.193  -0.078
S1 1.351 0.264 -0.226  0.368
H1 -1.651 -0.406 1.124  0.015
H2 -0.059 0.214 -0.233  0.011

Results
Charge = -1
Frontier orbital gap = 7.4 eV
HOMO level = -4.9 eV

---

On energetic grounds, run B is preferred over the next structure by 0.0028 hartree.

---

Run A
Computed, not measured: a molecular structure, C2H8N3S2, with ωB97M-V/def2-TZVPD.

Last column: Löwdin charge in e.
Atoms and positions in Å:
C1 -1.514 -0.571 -0.779  -0.455
C2 0.719 0.298 0.803  -0.909
N1 0.721 0.616 -0.603  -0.054
N2 0.900 1.395 1.558  0.085
N3 -0.046 -0.311 -1.293  -0.043
S1 -1.469 -0.401 1.043  0.699
S2 1.813 -1.134 1.033  0.820
H1 -2.251 0.220 -0.987  0.063
H2 -1.689 -1.689 -1.201  0.147
H3 0.550 1.639 -0.837  0.195
H4 0.157 2.032 1.383  0.098
H5 1.020 1.288 2.533  0.108
H6 0.421 -1.201 -1.166  0.114
H7 -0.035 -0.180 -2.334  0.215
H8 0.702 -2.001 0.846  -0.083

Results
Charge = +1
Frontier orbital gap = 8.8 eV
HOMO level = -13.0 eV

---

Run B
Computed, not measured: 2 unconnected molecules or ions with the total composition C2H8N3S2, with ωB97M-V/def2-TZVPD.

Last column: Löwdin charge in e.
Atoms and positions in Å:
C1 2.983 0.306 -0.327  -0.398
C2 -2.846 0.663 -0.100  -0.702
N1 1.755 0.784 -0.164  -0.317
N2 -4.130 0.894 0.035  0.051
N3 3.418 -0.847 0.459  0.061
S1 -2.194 -0.884 0.138  0.576
S2 0.532 0.112 0.647  0.956
H1 3.132 0.148 -1.348  0.140
H2 3.601 1.100 -0.016  0.151
H3 -2.157 1.361 -0.740  0.108
H4 -4.802 0.195 0.296  0.112
H5 -4.600 1.713 -0.436  0.158
H6 4.354 -1.135 0.661  0.091
H7 2.658 -1.219 1.025  0.039
H8 -0.108 1.332 0.436  -0.026

Results
Charge = +1
Frontier orbital gap (spin up / spin down) = 6.4 / 6.4 eV
HOMO level (spin up / spin down) = -12.6 / -12.6 eV

---

On energetic grounds, run A is preferred over the next structure by 0.0315 hartree.

---

Run A
Computed, not measured: 2 unconnected molecules or ions with the total composition C2H4OS2, with ωB97M-V/def2-TZVPD.

Last column: Löwdin charge in e.
Atoms and positions in Å:
C1 -1.005 -1.382 -0.779  -0.040
C2 -1.411 -0.873 0.196  -0.097
O1 2.176 0.137 -0.909  -0.650
S1 0.120 2.087 -0.145  0.389
S2 1.657 0.725 0.325  0.492
H1 -0.441 -1.953 -1.588  0.082
H2 -0.486 1.926 1.067  -0.173
H3 -1.591 -0.246 1.109  0.050
H4 0.979 -0.421 0.724  -0.052

Results
Charge = 0
Frontier orbital gap = 9.4 eV
HOMO level = -9.2 eV

---

Run B
Computed, not measured: 2 unconnected molecules or ions with the total composition C2H4OS2, with ωB97M-V/def2-TZVPD.

Last column: Löwdin charge in e.
Atoms and positions in Å:
C1 0.120 -0.856 -0.725  -0.017
C2 0.143 -0.804 0.751  -0.908
O1 -0.633 0.086 0.181  -0.017
S1 0.572 -1.578 2.093  0.714
S2 1.832 2.452 0.351  0.506
H1 0.829 -0.351 -1.289  0.077
H2 -0.553 -1.476 -1.192  0.083
H3 2.770 2.221 -0.630  -0.183
H4 0.974 2.235 -0.608  -0.255

Results
Charge = 0
Frontier orbital gap = 9.4 eV
HOMO level = -9.1 eV
SMILES string = S=C1CO1.S

---

On energetic grounds, run B is preferred over the next structure by 0.0691 hartree.

---

Run A
Computed, not measured: 2 unconnected molecules or ions with the total composition C2H4OS2, with ωB97M-V/def2-TZVPD.

Last column: Löwdin charge in e.
Atoms and positions in Å:
C1 -0.301 0.063 1.245  -0.123
C2 0.276 -1.083 1.020  -0.110
O1 -0.324 -0.067 -2.909  -0.584
S1 0.085 2.606 -2.038  0.201
S2 0.536 0.736 -2.050  0.375
H1 0.316 0.990 1.452  0.072
H2 -1.418 0.005 1.445  0.083
H3 -0.458 -1.804 0.846  0.028
H4 1.288 -1.446 0.990  0.057

Results
Charge = 0
Frontier orbital gap = 8.3 eV
HOMO level = -10.1 eV

---

Run B
Computed, not measured: a single C2H4OS2 molecule, with ωB97M-V/def2-TZVPD.

Last column: Löwdin charge in e.
Atoms and positions in Å:
C1 -1.039 -0.881 0.623  0.022
C2 0.282 -0.271 0.687  -0.302
O1 1.149 -0.203 -1.797  -0.429
S1 1.597 2.263 -0.210  0.241
S2 0.679 0.639 -0.740  0.277
H1 -1.597 -1.362 1.506  0.082
H2 -1.382 -1.191 -0.471  0.104
H3 0.743 -0.085 1.553  0.015
H4 -0.431 1.089 -1.151  -0.011

Results
Charge = 0
Frontier orbital gap = 8.6 eV
HOMO level = -9.4 eV
SMILES string = C=C[S@H](=O)=S

---

On energetic grounds, run A is preferred over the next structure by 0.0556 hartree.

---

Run A
Computed, not measured: 2 unconnected molecules or ions with the total composition C3H5OP, with ωB97M-V/def2-TZVPD.

Last column: Löwdin charge in e.
Atoms and positions in Å:
C1 -1.231 -0.538 0.352  -0.647
C2 -1.941 0.451 0.685  -0.113
C3 2.617 -0.334 -0.214  -0.164
O1 2.232 0.287 0.735  -0.011
P1 -0.607 -1.937 -0.143  0.783
H1 -3.084 0.393 0.485  0.100
H2 -1.657 1.328 1.332  0.078
H3 2.175 -1.094 -0.720  -0.004
H4 3.620 0.023 -0.723  0.106
H5 -0.608 -1.495 -1.496  -0.129

Results
Charge = 0
Frontier orbital gap = 9.5 eV
HOMO level = -9.2 eV
SMILES string = C=C=P.C=O

---

Run B
Computed, not measured: a single C3H5OP molecule, with ωB97M-V/def2-TZVPD.

Last column: Löwdin charge in e.
Atoms and positions in Å:
C1 -0.469 -0.851 -0.523  -0.221
C2 0.124 0.431 -1.064  -0.144
C3 0.320 -0.057 0.418  -0.434
O1 0.356 0.834 2.921  -0.511
P1 -0.676 0.771 1.888  0.898
H1 -1.525 -0.741 -0.604  0.080
H2 0.103 -1.793 -0.886  0.140
H3 0.984 0.321 -1.545  0.030
H4 -0.457 1.371 -1.358  0.121
H5 1.240 -0.285 0.753  0.042

Results
Charge = 0
Frontier orbital gap = 8.6 eV
HOMO level = -9.1 eV
SMILES string = O=PC1CC1

---

On energetic grounds, run B is preferred over the next structure by 0.0670 hartree.

---

Run A
Computed, not measured: a single C22H26N4O3 molecule, with ωB97M-V/def2-TZVPD.

Last column: Löwdin charge in e.
Atoms and positions in Å:
C1 0.972 2.067 -4.117  -0.091
H1 0.495 2.613 -4.929  0.095
O1 0.488 0.752 -4.206  -0.079
C2 0.938 -0.176 -3.314  -0.272
C3 1.828 0.089 -2.281  0.002
C4 2.236 -0.927 -1.421  -0.243
C5 1.752 -2.211 -1.605  -0.059
C6 0.863 -2.477 -2.636  -0.076
C7 0.452 -1.473 -3.483  -0.010
H2 -0.253 -1.661 -4.275  0.122
H3 0.482 -3.477 -2.777  0.111
H4 2.072 -3.005 -0.944  0.114
C8 3.172 -0.597 -0.291  -0.124
H5 4.008 -0.002 -0.664  0.120
H6 3.574 -1.513 0.146  0.122
C9 2.462 0.217 0.806  -0.090
C10 1.425 -0.579 1.499  -0.338
N1 1.364 -0.819 2.766  0.111
N2 0.277 -1.593 2.972  0.087
C11 -0.277 -1.788 1.819  -0.342
O2 0.404 -1.166 0.833  0.121
C12 -1.492 -2.602 1.560  -0.097
H7 -1.347 -3.563 2.062  0.129
H8 -2.348 -2.126 2.046  0.123
C13 -1.763 -2.839 0.078  -0.078
C14 -2.099 -1.622 -0.782  -0.494
O3 -2.160 -1.724 -1.992  0.051
N3 -2.385 -0.484 -0.124  0.068
H9 -2.168 -0.359 0.859  0.083
C15 -2.473 0.786 -0.802  -0.153
H10 -2.671 0.588 -1.858  0.122
H11 -3.299 1.359 -0.372  0.123
C16 -1.162 1.565 -0.658  -0.101
C17 -0.803 1.899 0.767  -0.268
N4 -1.386 1.210 1.742  0.142
C18 -1.077 1.454 3.010  -0.320
C19 -0.126 2.407 3.360  -0.024
C20 0.489 3.131 2.356  -0.054
C21 0.141 2.885 1.038  -0.043
H12 0.590 3.446 0.231  0.112
H13 1.228 3.883 2.594  0.108
H14 0.121 2.570 4.397  0.113
C22 -1.782 0.636 4.043  -0.030
H15 -2.752 0.315 3.672  0.079
H16 -1.185 -0.250 4.266  0.062
H17 -1.910 1.205 4.960  0.078
H18 -1.219 2.488 -1.238  0.119
H19 -0.358 0.950 -1.080  0.106
H20 -0.895 -3.306 -0.392  0.115
H21 -2.597 -3.537 -0.026  0.128
H22 1.995 1.098 0.360  0.100
H23 3.173 0.542 1.566  0.128
H24 2.226 1.082 -2.133  0.113
H25 0.703 2.535 -3.164  0.081
H26 2.059 2.107 -4.245  0.097

Results
Charge = 0
Frontier orbital gap = 9.0 eV
HOMO level = -8.4 eV
SMILES string = COc1cccc(CCc2nnc(CCC(=O)NCCc3cccc(C)n3)o2)c1

---

Run B
Computed, not measured: a single C22H26N4O3 molecule, with ωB97M-V/def2-TZVPD.

Last column: Löwdin charge in e.
Atoms and positions in Å:
C1 -0.526 3.997 2.999  -0.003
N1 -0.394 2.569 2.948  -0.012
C2 0.275 1.754 3.815  -0.319
N2 0.305 0.505 3.433  0.178
C3 -0.341 0.466 2.227  -0.216
C4 -0.506 -0.592 1.344  0.056
C5 -1.100 -0.313 0.126  -0.224
C6 -1.573 0.976 -0.174  -0.032
C7 -1.427 2.029 0.702  -0.007
C8 -0.785 1.769 1.901  -0.170
H1 -1.775 3.017 0.443  0.107
H2 -2.048 1.147 -1.130  0.107
N3 -1.241 -1.288 -0.872  0.145
C9 -0.569 -2.461 -1.006  -0.446
O1 0.231 -2.895 -0.205  0.067
C10 -0.872 -3.195 -2.309  -0.229
C11 -0.065 -2.542 -3.442  -0.164
C12 -0.530 -3.098 -4.784  -0.189
C13 -1.977 -2.678 -5.086  -0.193
C14 -2.750 -2.333 -3.809  -0.205
C15 -2.370 -3.274 -2.667  -0.150
H3 -2.979 -3.061 -1.786  0.116
H4 -2.605 -4.293 -2.980  0.119
H5 -2.550 -1.295 -3.534  0.097
H6 -3.822 -2.409 -4.000  0.112
H7 -1.985 -1.810 -5.748  0.107
H8 -2.484 -3.489 -5.611  0.107
H9 0.131 -2.753 -5.580  0.108
H10 -0.458 -4.186 -4.748  0.114
H11 -0.188 -1.457 -3.430  0.115
H12 0.995 -2.754 -3.292  0.122
H13 -0.488 -4.210 -2.167  0.147
H14 -1.826 -1.011 -1.647  0.117
H15 -0.146 -1.576 1.584  0.115
C16 1.084 2.231 4.969  -0.078
H16 0.582 3.015 5.535  0.108
H17 1.252 1.373 5.620  0.117
C17 2.442 2.751 4.429  -0.151
N4 2.870 1.981 3.285  0.075
C18 2.547 2.412 2.033  -0.434
O2 2.291 3.578 1.776  0.052
C19 2.520 1.366 1.007  -0.195
C20 2.173 1.460 -0.318  0.018
C21 2.173 0.143 -0.817  -0.046
C22 2.513 -0.657 0.235  -0.103
O3 2.728 0.068 1.334  0.050
H18 2.603 -1.722 0.315  0.126
H19 1.949 -0.172 -1.815  0.100
H20 1.947 2.364 -0.844  0.121
H21 2.907 0.979 3.416  0.137
H22 3.202 2.701 5.212  0.118
H23 2.347 3.783 4.085  0.116
H24 -1.462 4.289 2.524  0.093
H25 0.309 4.466 2.470  0.086
H26 -0.534 4.335 4.034  0.092

Results
Charge = 0
Frontier orbital gap = 8.5 eV
HOMO level = -7.8 eV
SMILES string = Cn1c(CCNC(=O)c2ccco2)nc2cc(NC(=O)C3CCCCC3)ccc21

---

Run C
Computed, not measured: a single C22H26N4O3 molecule, with ωB97M-V/def2-TZVPD.

Last column: Löwdin charge in e.
Atoms and positions in Å:
C1 0.653 2.694 2.302  -0.101
H1 0.506 1.951 3.084  0.091
O1 2.050 2.838 2.157  -0.199
C2 2.443 3.834 1.241  -0.210
C3 2.304 3.376 -0.214  -0.143
N1 3.036 2.141 -0.381  0.075
C4 3.678 1.807 -1.511  -0.493
O2 3.803 2.539 -2.466  0.075
C5 4.283 0.392 -1.496  -0.025
N2 3.390 -0.594 -0.948  -0.036
C6 2.040 -0.547 -1.012  0.014
C7 1.481 -1.658 -0.407  -0.131
C8 0.104 -1.958 -0.231  0.066
C9 -0.941 -1.093 -0.322  -0.129
C10 -0.782 0.283 -0.511  -0.195
N3 -0.691 1.428 -0.608  0.192
C11 -2.325 -1.627 -0.126  -0.455
O3 -2.529 -2.798 0.131  0.062
N4 -3.305 -0.708 -0.261  0.098
H2 -3.065 0.249 -0.475  0.126
C12 -4.709 -1.017 -0.110  -0.287
H3 -4.745 -2.074 0.165  0.142
C13 -5.360 -0.126 0.963  -0.139
C14 -6.047 0.986 0.176  -0.198
C15 -6.605 0.243 -1.034  -0.196
H4 -6.867 0.909 -1.854  0.106
H5 -7.499 -0.309 -0.742  0.110
C16 -5.486 -0.731 -1.414  -0.128
H6 -5.874 -1.645 -1.860  0.109
H7 -4.812 -0.268 -2.137  0.113
H8 -6.820 1.490 0.753  0.106
H9 -5.317 1.731 -0.145  0.110
H10 -4.622 0.246 1.673  0.113
H11 -6.104 -0.702 1.513  0.115
H12 -0.155 -2.979 0.024  0.132
C17 2.589 -2.461 0.038  -0.112
C18 2.687 -3.678 0.705  -0.017
C19 3.943 -4.167 0.996  -0.089
C20 5.096 -3.465 0.642  -0.088
C21 5.026 -2.253 -0.014  -0.011
C22 3.764 -1.756 -0.311  -0.159
H13 5.923 -1.719 -0.288  0.105
H14 6.062 -3.880 0.885  0.102
H15 4.042 -5.113 1.507  0.101
H16 1.800 -4.226 0.982  0.112
H17 1.542 0.255 -1.522  0.130
H18 5.199 0.414 -0.897  0.134
H19 4.555 0.143 -2.529  0.143
H20 2.963 1.499 0.396  0.144
H21 1.249 3.214 -0.464  0.100
H22 2.719 4.118 -0.898  0.127
H23 3.495 4.030 1.466  0.128
H24 1.866 4.756 1.395  0.124
H25 0.174 2.348 1.381  0.043
H26 0.195 3.641 2.609  0.091

Results
Charge = 0
Frontier orbital gap = 7.9 eV
HOMO level = -8.2 eV
SMILES string = COCCNC(=O)Cn1cc(/C=C(\C#N)C(=O)NC2CCCC2)c2ccccc21

---

On energetic grounds, run B is preferred over the next structure by 0.0351 hartree.